85
Properties=species:S:1:pos:R:3 method="wB97M-V/def2-TZVPD" charge=0 mol_weight_da=799.62 energy_ev=-125282.286 lumo_ev="0.0 / -0.1" gap_ev="5.35 / 7.18" s_squared=6.4099 homo_ev="-5.37 / -7.32" spin_multiplicity=5
Mn 0.1868 0.3370 -1.6228
Cl -3.2082 2.7930 -4.2730
C -2.7017 3.1793 -2.6618
C -3.2175 4.3318 -2.0288
C -2.8771 4.6423 -0.7495
Cl -3.5681 6.0489 0.0158
C -1.9671 3.8235 -0.0326
C -1.5680 4.0083 1.3085
C -0.6838 3.1363 1.8734
C -0.1500 2.0885 1.0954
N -0.4951 1.8936 -0.1481
C -1.4246 2.7163 -0.7070
C -1.8290 2.3343 -2.0194
O -1.3677 1.2179 -2.5125
H -3.9037 4.9671 -2.5730
H -1.9741 4.8365 1.8763
H -0.3674 3.2503 2.9026
H 0.6027 1.4205 1.5022
C -0.8821 -0.2997 3.9499
O 0.1856 -1.2549 3.9455
C -0.2298 -2.5596 3.9066
C -0.0174 -3.3410 5.0355
C -0.4152 -4.6665 5.0726
C -1.0374 -5.2208 3.9597
C -1.2203 -4.4543 2.8239
C -0.8132 -3.1206 2.7680
N -1.0909 -2.4136 1.5737
C -0.3063 -1.5749 0.8196
N 0.9692 -1.4046 1.2085
C 1.9352 -0.4933 0.6993
C 1.7987 0.2593 -0.4486
C 2.8298 1.1407 -0.7920
C 3.9623 1.2586 -0.0092
C 4.1103 0.4776 1.1374
C 3.1006 -0.3989 1.4803
O 3.1292 -1.2304 2.5642
C 4.2474 -1.1408 3.4304
N -0.7735 -1.0501 -0.2690
C -2.1358 -1.1879 -0.6282
C -2.4585 -1.9060 -1.7711
C -3.7612 -1.9741 -2.2460
C -4.7628 -1.3028 -1.5666
C -4.4618 -0.5613 -0.4274
C -3.1538 -0.4972 0.0397
O -2.7598 0.2553 1.1013
C -3.7221 1.1107 1.6972
H -0.4297 0.6683 4.1575
H -1.5999 -0.5389 4.7382
H -1.3905 -0.2718 2.9851
H 0.4566 -2.8682 5.8877
H -0.2492 -5.2587 5.9634
H -1.3662 -6.2524 3.9685
H -1.6781 -4.8900 1.9420
H -1.9089 -2.7281 1.0736
H 1.2457 -1.8454 2.0707
H 2.7495 1.7447 -1.6858
H 4.7461 1.9514 -0.2901
H 5.0041 0.5571 1.7397
H 4.0782 -1.8602 4.2254
H 4.3315 -0.1389 3.8570
H 5.1730 -1.3901 2.9076
H -1.6505 -2.4114 -2.2871
H -3.9838 -2.5393 -3.1422
H -5.7851 -1.3348 -1.9227
H -5.2499 -0.0198 0.0757
H -3.1956 1.6661 2.4690
H -4.5363 0.5418 2.1518
H -4.1307 1.8157 0.9689
C -0.4141 -0.6195 -4.5338
C 0.6070 -0.0390 -3.5823
O 1.3149 -0.8043 -2.7924
H -0.4899 -1.6929 -4.3612
H -0.1054 -0.4434 -5.5639
H -1.3867 -0.1499 -4.3841
S 1.2950 1.5716 -4.0845
C 3.0398 1.2695 -4.1672
N 3.5192 -0.0246 -4.1149
C 4.9026 -0.2228 -4.2431
C 5.7029 0.8527 -4.4595
C 5.1407 2.1334 -4.5012
N 3.7721 2.3058 -4.3409
H 2.9718 -0.6998 -3.5986
H 5.2458 -1.2436 -4.1875
H 6.7674 0.7109 -4.5934
H 5.7327 3.0247 -4.6459

86
Properties=species:S:1:pos:R:3 method="wB97M-V/def2-TZVPD" charge=-2 mol_weight_da=888.24 energy_ev=-156334.791 lumo_ev=3.7 gap_ev=5.45 s_squared=0.7690 homo_ev=-1.75 spin_multiplicity=2
Cr 1.0875 0.3003 -0.1773
F 4.7298 6.2589 -0.2328
C 4.3546 5.2186 -0.9970
C 3.5083 4.2535 -0.5074
F 3.0595 4.3622 0.7435
C 3.1210 3.1981 -1.3098
F 2.2993 2.3359 -0.6920
C 3.5245 3.0343 -2.6493
S 3.0267 1.7491 -3.6999
C 4.3942 4.0456 -3.0786
F 4.8734 4.0222 -4.3322
C 4.7995 5.1028 -2.2904
F 5.6349 6.0408 -2.7814
C -2.0021 -6.3854 -1.9053
C -1.3393 -5.0843 -2.2748
C -0.1046 -4.7405 -1.7371
C 0.4913 -3.5223 -2.0339
C -0.1506 -2.6473 -2.8883
C -1.3815 -2.9586 -3.4237
C -1.9696 -4.1834 -3.1220
S 0.5674 -1.0378 -3.1861
C 1.7445 -1.5025 -4.4320
O 1.4363 -0.7929 -2.0105
H -1.2634 -7.1329 -1.6117
H -2.5834 -6.7849 -2.7384
H -2.6839 -6.2470 -1.0620
H 0.3927 -5.4260 -1.0562
H 1.4303 -3.2218 -1.5771
H -1.8886 -2.2431 -4.0644
H -2.9441 -4.4280 -3.5354
H 2.3076 -2.3598 -4.0617
H 2.3907 -0.6277 -4.5459
H 1.2133 -1.7345 -5.3588
F -0.8297 6.9015 0.1930
C -0.7133 5.5848 -0.1598
C -1.1272 4.6182 0.7263
C -1.0195 3.2804 0.3563
C -0.5106 2.8870 -0.8896
C -0.4112 1.4465 -1.2746
C -0.0932 3.9116 -1.7434
C -0.1887 5.2583 -1.3882
H -1.5130 4.9105 1.6983
H -1.3183 2.5047 1.0538
H -0.1760 1.3488 -2.3309
H -1.3394 0.9115 -1.0470
H 0.3327 3.6398 -2.7051
H 0.1388 6.0427 -2.0600
N -0.0377 -1.1535 0.3827
C 0.4012 -2.2246 2.6183
C -0.9097 -2.6520 3.2443
C -1.2025 -2.3327 4.5045
C -0.2753 -1.4737 5.2659
C 0.6968 -0.8075 4.6423
C 0.8591 -0.8412 3.1367
H -1.5865 -3.2652 2.6517
H -2.1249 -2.6672 4.9695
H -0.4086 -1.3760 6.3397
H 1.3548 -0.1462 5.2042
H 1.9120 -0.7149 2.8876
C -5.0238 -0.9082 0.2555
C -3.6958 -0.5650 0.8927
C -2.5049 -1.0492 0.3556
C -1.2768 -0.6953 0.9081
C 0.4214 -2.3427 1.0778
C -1.2350 0.1278 2.0369
C 0.1732 0.4348 2.5293
O 0.9633 1.0228 1.5247
C -2.4128 0.6230 2.5866
C -2.3989 1.5176 3.8040
C -3.6319 0.2691 2.0045
H -4.9895 -1.8977 -0.2073
H -5.2783 -0.1882 -0.5296
H -5.8343 -0.8977 0.9888
H -2.5129 -1.7041 -0.5161
H -0.1840 -3.2337 0.8155
H 1.1465 -2.9465 2.9940
H 1.4398 -2.5463 0.7556
H 0.1134 1.1500 3.3542
H -1.8389 1.0623 4.6239
H -3.4184 1.7079 4.1488
H -1.9302 2.4815 3.5811
H -4.5558 0.6578 2.4308
Cl 3.8852 -2.2066 1.5356
Si 3.3825 -0.4689 0.3047
Cl 4.4718 1.0004 1.3961
Cl 4.7392 -0.8585 -1.2983

83
Properties=species:S:1:pos:R:3 method="wB97M-V/def2-TZVPD" charge=0 mol_weight_da=772.47 energy_ev=-109427.902 lumo_ev=0.1 gap_ev=7.91 homo_ev=-7.81
F 5.2972 -3.0844 -3.7523
C 4.4660 -3.8044 -2.9546
C 5.0558 -4.6314 -2.0147
C 4.2644 -5.2214 -1.0442
C 2.8588 -5.0022 -0.9433
C 2.2705 -4.1742 -2.0158
C 3.0945 -3.5602 -2.9706
H 6.1235 -4.7571 -2.1179
H 4.7273 -5.7067 -0.1977
H 2.2145 -5.4606 -0.2077
H 1.2170 -4.0079 -2.1855
H 2.6755 -2.8432 -3.6611
F -0.4645 -1.8508 5.4276
C -1.5503 -1.1964 5.6297
C -2.3416 -1.5116 6.6921
C -3.4707 -0.7885 6.9348
C -3.8005 0.3168 6.0875
C -3.0554 0.5293 4.9773
C -1.9664 -0.2942 4.7092
H -2.1510 -2.3018 7.4032
H -4.1544 -0.9967 7.7445
H -4.6920 0.8633 6.3575
H -3.1864 1.3284 4.2626
H -1.4191 -0.0877 3.8013
F -7.3971 2.9217 3.3132
C -6.1719 2.7499 2.7162
C -6.0323 1.8235 1.6533
C -4.7319 1.6967 1.2042
C -3.6339 2.4762 1.7291
C -3.8160 3.2948 2.8027
C -5.1205 3.3768 3.2942
H -6.7459 1.2365 1.0942
H -4.5030 0.9386 0.4698
H -2.6463 2.2567 1.3510
H -3.0007 3.8897 3.1871
H -5.3062 4.0644 4.1061
C 0.3952 -1.2657 -4.2530
C -0.4348 -1.6464 -3.1610
C -1.5548 -2.3817 -3.3624
C -1.8602 -2.9548 -4.6461
C -1.0061 -2.6686 -5.7511
C 0.1016 -1.7795 -5.5690
O 0.9634 -1.5007 -6.6132
O -2.2983 -2.6532 -2.2528
H 1.3647 -0.8037 -4.1384
H -0.3716 -1.2861 -2.1448
H -2.7673 -3.5339 -4.7364
H -0.9252 -3.0180 -6.7698
H 1.6174 -0.8275 -6.4118
H -2.6937 -3.5265 -2.3033
C 5.4943 4.6670 -1.6529
C 5.7111 5.9240 -2.3278
C 4.6053 6.8288 -2.3348
C 3.3313 6.4778 -1.9537
C 3.1594 5.3158 -1.2733
C 4.2186 4.3927 -1.2192
O 3.9349 3.1528 -0.6681
O 4.5936 8.1325 -2.8841
H 6.2301 3.8770 -1.6812
H 6.6186 6.2228 -2.8313
H 2.4728 7.1136 -2.1123
H 2.1732 5.1184 -0.8799
H 4.6429 2.7448 -0.1643
H 5.4945 8.4583 -2.8223
C -0.0142 0.4629 0.5046
C -0.3518 -0.8866 0.6041
C 0.6856 -1.7825 0.3119
C 1.9906 -1.3462 0.0086
C 2.2658 -0.0047 -0.0291
C 1.1912 0.9476 0.2150
O 1.4279 2.2840 0.2694
O 0.3454 -3.0869 0.1515
H -0.7496 1.2288 0.7022
H -1.2628 -1.2115 1.0848
H 2.7758 -2.0297 -0.2790
H 3.2314 0.4131 -0.2727
H 2.3010 2.3826 -0.1174
H -0.5861 -3.2362 -0.0262
C -3.8435 -3.0599 2.1354
Cl -4.7788 -3.4800 3.5163
Cl -2.1355 -3.3530 2.5666
Cl -4.4531 -3.9815 0.7270
Cl -4.1574 -1.3221 1.9624